1.
Below is a molecular structure, C59H48Br2N4O7PV in a non-equilibrium geometry, with properties calculated with ωB97M-V/def2-TZVPD.

The gap between HOMO and LUMO (alpha / beta) comes out at 7.2054 / 7.2646 eV. As for the spin multiplicity: 3. The molar mass comes out at 1166.78 g/mol. As for the expectation value of S²: 2.05. The value obtained for the LUMO energy (alpha / beta) is 0.228 / 0.171 eV. The HOMO energy (alpha / beta) comes out at -6.98 / -7.09 eV. The electronic energy is -257321.6788 eV.

Last column: Mulliken charge in e.
Positions of all 122 atoms, in Å:
V  0.51601  0.87171  -0.09747  0.26
C  5.39605  -1.18641  4.36606  -1.48
C  4.43174  -0.40563  5.21496  0.62
C  4.60987  -0.27928  6.58534  -0.73
C  3.71405  0.44145  7.36216  -0.73
C  2.63261  1.06571  6.76434  -0.99
C  2.43893  0.96289  5.39588  -0.12
C  3.32436  0.21647  4.62181  0.11
N  3.18154  0.10505  3.22570  0.48
C  2.03091  0.07856  2.47492  -0.50
N  0.94098  -0.38808  3.15533  0.41
C  -0.40738  -0.40240  2.79423  -0.33
C  -0.79194  -0.42814  1.44638  1.54
C  -2.13300  -0.23642  1.11880  -0.24
C  -3.08226  -0.12333  2.11647  -1.52
C  -2.70666  -0.29157  3.44246  -1.00
C  -1.37536  -0.44872  3.80142  1.25
C  -1.00876  -0.68744  5.24456  -1.94
N  2.06716  0.37771  1.21518  1.89
C  3.34436  0.70423  0.66759  -1.65
C  3.71494  2.04313  0.55887  -0.21
C  4.92319  2.39853  -0.01472  -0.90
C  5.79294  1.41280  -0.45603  -0.75
C  5.44190  0.08000  -0.31463  -0.86
C  4.21994  -0.30180  0.23329  1.61
C  3.84961  -1.75531  0.32115  -1.15
H  6.10686  -1.72342  4.99053  0.42
H  5.96405  -0.52209  3.70801  0.32
H  4.86606  -1.90126  3.73449  0.27
H  5.45632  -0.76352  7.05634  0.39
H  3.86668  0.52428  8.42979  0.39
H  1.94565  1.65347  7.35846  0.44
H  1.62757  1.49955  4.91876  0.82
H  4.02710  0.22404  2.68777  0.27
H  1.11689  -0.52533  4.13819  0.46
H  -2.43261  -0.25114  0.08328  0.30
H  -4.12092  0.04123  1.86290  0.54
H  -3.46171  -0.28575  4.21909  0.40
H  -1.90784  -0.91150  5.81498  0.48
H  -0.53482  0.18903  5.69330  0.30
H  -0.33090  -1.53912  5.34383  0.41
H  3.02494  2.79832  0.91466  0.44
H  5.19175  3.44265  -0.10661  0.45
H  6.74110  1.68070  -0.90419  0.43
H  6.13165  -0.69491  -0.62920  0.45
H  4.74251  -2.37877  0.36882  0.70
H  3.27365  -2.04019  -0.56242  -0.08
H  3.21083  -1.96534  1.17702  0.05
C  -1.46242  0.25748  -2.92527  -0.78
C  -1.72821  1.53675  -2.19990  0.97
C  -2.66322  2.45768  -2.71591  -1.38
C  -2.85886  3.67126  -2.12214  -1.08
C  -2.13086  3.99535  -0.95865  0.76
C  -2.19514  5.22228  -0.26536  0.06
Br  -3.29922  6.62868  -0.91437  -0.26
C  -1.46873  5.43456  0.87671  -0.33
C  -0.68574  4.40779  1.39949  -0.14
Br  0.28194  4.65777  3.01219  -0.23
C  -0.57255  3.16140  0.78690  -0.55
O  0.08870  2.17278  1.28177  -0.24
C  -1.27414  2.98997  -0.45453  0.10
N  -1.06980  1.79604  -1.08030  0.64
H  -1.81101  0.31884  -3.95510  0.65
H  -1.96720  -0.57269  -2.42871  -0.03
H  -0.39875  0.02678  -2.90298  -0.25
H  -3.21324  2.18875  -3.60719  0.58
H  -3.56030  4.38117  -2.53810  0.35
H  -1.51049  6.38641  1.38650  0.45
O  -1.66088  -2.16239  -0.95292  -0.31
P  -1.49271  -3.61848  -1.18182  1.73
C  -1.21341  -4.59491  0.32074  0.70
C  -0.76235  -5.90929  0.25747  -0.83
C  -0.67587  -6.66795  1.41423  -0.67
C  -1.03219  -6.11269  2.63566  -0.62
C  -1.46345  -4.79554  2.70285  -0.83
C  -1.56476  -4.03901  1.54562  0.01
C  -3.08168  -4.20931  -1.85115  0.55
C  -4.11391  -4.50113  -0.96501  -0.41
C  -5.41952  -4.58442  -1.42467  -0.77
C  -5.69853  -4.36542  -2.76579  -0.49
C  -4.66962  -4.08948  -3.65517  -0.82
C  -3.36384  -4.00091  -3.19884  -0.57
C  -0.23567  -4.03730  -2.41721  0.09
C  0.77771  -3.11714  -2.66311  0.26
C  1.69219  -3.36188  -3.67738  -0.60
C  1.60082  -4.51733  -4.43978  -0.77
C  0.60206  -5.44562  -4.17911  -0.99
C  -0.31734  -5.20754  -3.17074  -0.36
H  -0.48136  -6.33792  -0.69619  0.33
H  -0.33598  -7.69417  1.36296  0.42
H  -0.97708  -6.71431  3.53376  0.39
H  -1.72836  -4.36235  3.65909  0.48
H  -1.91355  -3.01391  1.58947  0.30
H  -3.89019  -4.64939  0.08453  0.34
H  -6.22335  -4.80280  -0.73358  0.41
H  -6.72119  -4.39580  -3.11888  0.38
H  -4.88575  -3.92534  -4.70300  0.41
H  -2.55696  -3.75664  -3.87918  0.37
H  0.83265  -2.21382  -2.07175  -0.12
H  2.48017  -2.64806  -3.87749  0.47
H  2.29848  -4.69362  -5.24840  0.43
H  0.53858  -6.35652  -4.76038  0.41
H  -1.11031  -5.92150  -2.98018  0.48
O  0.73112  -2.02733  0.46045  -0.56
C  0.23828  -0.92852  0.45068  0.13
O  1.57561  2.12463  -1.38684  -0.66
C  2.02303  1.13082  -2.01880  0.60
O  1.58286  -0.01678  -1.73712  -0.04
C  3.07315  1.30150  -3.05782  -0.40
C  3.84030  0.20600  -3.42406  -0.37
C  4.85912  0.31050  -4.36825  -1.50
C  5.04920  1.54663  -4.93568  1.00
O  5.95698  1.91126  -5.89033  -0.51
C  5.70669  3.28229  -6.16881  -0.24
O  4.68219  3.74004  -5.29988  -0.51
C  4.27510  2.64586  -4.57893  0.50
C  3.28586  2.55905  -3.63675  -0.38
H  3.64100  -0.73910  -2.93897  0.66
H  5.46371  -0.53745  -4.65742  0.48
H  5.38133  3.39063  -7.20990  0.25
H  6.61466  3.87009  -6.00496  0.24
H  2.69096  3.41486  -3.35015  0.54

***

2.
Below is 2 unconnected molecules or ions with the total composition C5H4O2 in a non-equilibrium geometry, with properties calculated with ωB97M-V/def2-TZVPD.

The gap between HOMO and LUMO comes out at 10.1072 eV. As for the spin multiplicity: 1. The molar mass comes out at 96.08 g/mol. The value obtained for the LUMO energy is 1.154 eV. Its energy relative to the best compared isomer or geometry (same formula, charge and spin) is 60.07 kJ/mol. The HOMO energy comes out at -8.95 eV. The electronic energy is -9343.5595 eV.

Last column: Mulliken charge in e.
Positions of all 11 atoms, in Å:
O  -2.77474  -0.00561  0.34531  -0.12
C  -2.65125  -0.84789  -0.40707  0.11
O  0.12856  -0.73153  1.00089  -0.25
C  0.35116  0.60230  1.09716  -0.39
C  0.82264  1.09412  -0.07494  -0.25
C  0.89243  -0.02281  -0.97073  -0.22
C  0.45944  -1.09557  -0.26315  -0.52
H  0.12752  1.04729  2.05538  0.39
H  1.09241  2.12041  -0.28291  0.41
H  1.22336  -0.01966  -2.00016  0.41
H  0.32846  -2.14106  -0.49978  0.42

***

3.
Below is 2 unconnected molecules or ions with the total composition C3H9NS in a non-equilibrium geometry, with properties calculated with ωB97M-V/def2-TZVPD.

The gap between HOMO and LUMO comes out at 9.0412 eV. As for the spin multiplicity: 1. The molar mass comes out at 91.18 g/mol. Its SMILES is C=C.CSN. The value obtained for the LUMO energy is 0.923 eV. Its energy relative to the best compared isomer or geometry (same formula, charge and spin) is 285.36 kJ/mol. The HOMO energy comes out at -8.12 eV. The electronic energy is -15579.3730 eV.

Last column: Mulliken charge in e.
Positions of all 14 atoms, in Å:
C  -1.75363  -0.59578  0.61400  -0.83
C  -1.23596  0.52701  1.06473  -0.62
H  -2.00303  -1.49991  1.01217  0.45
H  -2.13173  -0.49697  -0.44663  0.28
H  -0.77180  0.88385  1.89102  0.46
H  -1.26630  1.40075  0.31300  0.18
C  1.42680  0.88431  -1.16459  -0.64
S  1.53109  0.27199  0.49601  -0.02
N  0.96771  -1.36174  0.11541  -0.59
H  1.52526  -0.02590  -1.73942  0.31
H  2.28757  1.49861  -1.20501  0.28
H  0.45150  1.59869  -1.22594  0.16
H  -0.09699  -1.30631  -0.08818  0.29
H  1.10991  -2.08924  0.82272  0.28

***

4.
Below is 9 unconnected molecules or ions with the total composition C6H30N12O9 in a non-equilibrium geometry, with properties calculated with ωB97M-V/def2-TZVPD.

The gap between HOMO and LUMO comes out at 9.8574 eV. As for the spin multiplicity: 1. The molar mass comes out at 414.38 g/mol. Its SMILES is NC(N)=O.NC(N)=O.NC(N)=O.NC(N)=O.NC(N)=O.NC(N)=O.O.O.O. The value obtained for the LUMO energy is 0.363 eV. Its energy relative to the best compared isomer or geometry (same formula, charge and spin) is 16.44 kJ/mol. The HOMO energy comes out at -9.49 eV. The electronic energy is -43024.3497 eV.

Last column: Mulliken charge in e.
Positions of all 57 atoms, in Å:
N  5.36628  0.32095  -0.86516  -0.45
C  4.69121  0.31966  0.34526  0.68
N  4.11693  1.43042  0.70948  -0.36
O  4.63391  -0.71714  1.01154  -0.82
H  6.09379  -0.43141  -0.85117  0.25
H  5.49484  1.16981  -1.34667  0.19
H  3.81824  1.95948  -0.11966  0.30
H  3.50100  1.38021  1.50324  0.26
N  -3.22278  2.46905  -1.02922  -0.29
C  -2.76566  3.03309  -2.15790  0.66
N  -3.37342  2.55783  -3.32009  -0.42
O  -1.92002  3.88863  -2.08925  -0.74
H  -2.71372  2.80555  -0.25680  0.20
H  -3.81146  1.63406  -0.97798  0.24
H  -4.13221  1.91281  -3.22610  0.17
H  -3.28256  3.08619  -4.17902  0.23
N  0.85455  4.20155  -1.03471  -0.31
C  1.47435  3.04315  -1.28829  0.49
N  0.71694  2.00812  -1.70475  -0.23
O  2.75383  2.99794  -1.18620  -0.86
H  -0.10017  4.30385  -1.26376  0.30
H  1.48031  4.84257  -0.56349  0.20
H  1.03101  1.03283  -1.74034  0.16
H  -0.24307  2.14793  -1.51903  0.22
N  -4.55695  -0.14185  1.86277  -0.38
C  -4.15612  -0.75714  0.75080  0.56
N  -3.84954  -2.05992  0.83992  -0.31
O  -4.02539  -0.12275  -0.32071  -0.81
H  -4.46163  0.84240  1.80220  0.22
H  -4.34036  -0.58647  2.73553  0.27
H  -3.66101  -2.53910  -0.00086  0.23
H  -3.94064  -2.59371  1.68180  0.17
N  3.04350  -3.25403  1.18845  -0.32
C  1.73786  -2.90319  0.92098  0.48
N  1.56844  -1.51912  0.77477  0.20
O  0.74161  -3.68515  0.83954  -0.75
H  3.32252  -4.24326  1.15153  0.24
H  3.69031  -2.50105  1.19970  0.29
H  2.31624  -1.06585  0.28760  -0.01
H  0.70484  -1.33134  0.19989  -0.05
N  -0.33123  0.37128  2.17982  -0.45
C  -0.81416  -0.74167  2.92976  0.49
N  0.00582  -1.48530  3.63411  -0.34
O  -2.00000  -0.89103  3.02798  -0.57
H  -0.50932  0.27883  1.20605  0.20
H  0.69100  0.43927  2.19480  0.31
H  0.98400  -1.49848  3.50067  0.21
H  -0.48205  -2.20686  4.15610  0.21
O  1.60309  -1.26265  -1.76651  -0.56
H  1.11531  -1.55886  -2.56062  0.25
H  2.16101  -2.03638  -1.66182  0.22
O  -0.92541  -3.61004  -1.32977  -0.63
H  -0.70234  -3.50624  -0.36643  0.39
H  -0.98285  -4.56738  -1.44966  0.27
O  -1.18715  0.00663  -0.70246  -0.37
H  -2.12091  0.06131  -0.39423  0.13
H  -1.10064  -0.72799  -1.36164  0.18